Entry 1:
Molecular formula: C11H21Br2N2O4V
Method: DFT, ωB97M-V with the def2-TZVPD basis set

Geometry as XYZ:
```
41
Properties=species:S:1:pos:R:3:forces:R:3:nbo_charge:R:1
O 1.157 6.305 -0.231 1.62 -3.08 -2.61 -0.35
V 1.512 5.000 -1.099 -4.54 0.82 3.20 1.80
C -0.861 1.813 -0.265 -0.68 -0.88 0.17 -0.76
C -0.157 3.026 -0.702 0.40 0.13 -0.87 0.81
O 0.718 2.967 -1.625 1.25 1.24 0.05 -0.73
O -0.324 4.182 -0.191 1.45 0.66 -0.16 -0.60
H -1.277 1.923 0.732 0.15 0.00 0.05 0.26
H -0.228 0.929 -0.371 0.42 0.31 0.39 0.27
H -1.692 1.496 -0.906 -0.10 0.75 -0.18 0.29
C 0.783 -0.683 -2.599 0.18 0.49 -0.20 0.53
O 1.937 -0.300 -2.657 0.27 -0.02 0.19 -0.64
N 0.346 -1.940 -2.672 -1.30 -0.87 -0.18 -0.42
C -1.086 -2.250 -2.650 0.45 0.01 0.35 -0.40
C 1.251 -3.059 -2.798 1.84 1.14 -0.45 -0.44
H -0.038 0.041 -2.494 -0.23 0.01 0.00 0.09
H -1.467 -2.415 -3.656 -0.06 -0.12 -0.01 0.21
H -1.660 -1.460 -2.167 0.08 0.11 -0.09 0.20
H -1.201 -3.146 -2.040 -0.22 -0.07 -0.14 0.21
H 1.497 -3.467 -1.821 -0.30 -0.48 -0.11 0.20
H 1.049 -3.799 -3.568 -0.86 -0.06 0.26 0.22
H 2.173 -2.596 -3.175 0.10 -0.20 0.30 0.24
C 2.190 -1.868 0.550 0.00 -0.82 0.90 -0.62
C 3.273 -0.851 0.912 -0.69 0.20 0.01 -0.39
C 2.692 0.363 1.669 0.13 -0.38 0.08 -0.50
C 1.873 -0.014 2.836 -0.04 0.23 -0.25 0.27
N 1.218 -0.219 3.756 -0.01 -0.10 -0.05 -0.31
H 1.197 -1.424 0.459 0.03 0.07 -0.11 0.20
H 2.140 -2.615 1.350 -0.33 0.20 0.10 0.22
H 2.385 -2.480 -0.324 0.30 0.44 -0.28 0.22
H 3.733 -0.523 -0.019 0.35 0.25 0.25 0.22
H 3.994 -1.267 1.613 0.29 -0.32 -0.45 0.22
H 2.077 0.970 1.004 -0.01 0.09 0.02 0.22
H 3.510 0.958 2.077 -0.01 0.22 -0.20 0.25
Br -3.547 -1.355 2.411 0.32 0.75 0.07 -0.03
C -3.400 0.562 2.982 -1.14 -0.79 -0.83 -0.41
C -4.699 1.255 2.603 -0.29 0.19 0.25 -0.44
Br -4.824 1.439 0.645 -0.09 -0.08 0.49 -0.03
H -2.608 1.037 2.417 0.47 -0.27 0.35 0.21
H -3.242 0.439 4.045 0.14 0.51 0.12 0.25
H -4.813 2.273 2.975 0.59 0.05 0.00 0.23
H -5.581 0.752 2.994 0.06 -0.37 -0.44 0.24
```
Forces are in eV/Å.

⟨S²⟩: 0.858
Multiplicity: 2
E_LUMO (spin up / spin down): -8.18 / -7.52 eV
E_HOMO (spin up / spin down): -11.819 / -11.819 eV
Kohn-Sham gap (spin up / spin down): 3.64 / 4.30 eV
Net charge: +1

Entry 2:
Molecular formula: C26H26BrClO17S
Method: DFT, ωB97M-V with the def2-TZVPD basis set

Geometry as XYZ:
```
72
Properties=species:S:1:pos:R:3:forces:R:3:lowdin_charge:R:1
C 5.425 1.245 2.632 -0.48 0.33 -0.41 -0.18
C 4.011 1.516 3.435 -0.12 0.01 -0.72 -0.24
C 3.102 2.590 2.529 2.10 -0.86 1.78 -0.62
Br 2.940 1.778 0.690 -0.47 0.66 1.11 0.71
O 1.811 2.699 3.223 -0.10 4.02 -0.76 -0.11
C 1.409 4.093 3.455 1.66 4.77 1.85 -0.25
O 2.176 5.086 3.910 -4.60 -6.93 -3.33 0.03
O -0.035 4.420 3.211 3.38 -2.72 1.66 -0.06
C -0.874 3.233 3.491 -1.28 -1.57 -0.45 -0.17
C -2.461 3.594 3.793 -0.06 -0.41 0.87 -0.15
C -3.485 2.669 2.875 0.12 0.18 0.15 -0.26
C -4.102 1.400 3.771 1.59 1.96 0.06 -0.26
S -4.895 0.188 2.575 -2.30 -7.22 2.36 0.54
O -3.976 -1.030 2.215 -2.54 5.49 0.77 -0.41
O -6.201 -0.364 3.258 4.53 2.90 -2.59 -0.42
Cl -5.439 1.279 0.832 0.60 -0.68 1.14 0.37
H 5.260 0.313 1.906 0.62 2.15 1.68 0.07
H 6.348 1.078 3.349 -2.05 0.29 -1.49 0.08
H 5.609 2.208 1.955 -0.06 -2.19 1.45 0.08
H 4.178 1.945 4.535 -0.49 -0.84 -2.55 0.13
H 3.401 0.503 3.459 1.16 2.20 0.21 0.12
H 3.684 3.595 2.391 -1.54 -1.80 0.42 0.13
H -0.853 2.576 2.500 0.08 1.14 2.31 0.14
H -0.502 2.610 4.436 -0.44 1.45 -2.26 0.15
H -2.696 4.749 3.732 0.58 -2.46 -0.19 0.13
H -2.685 3.279 4.922 0.59 0.87 -2.35 0.12
H -4.346 3.367 2.486 1.61 -1.64 0.75 0.10
H -2.930 2.189 1.949 -1.07 1.18 1.89 0.10
H -4.849 1.789 4.603 1.22 -1.19 -2.10 0.14
H -3.190 0.843 4.287 -2.12 0.81 -1.31 0.14
O 2.604 0.031 -1.947 0.61 -0.24 -0.46 0.04
C 3.283 -0.193 -2.943 -0.80 0.39 0.22 -0.30
C 2.886 0.265 -4.284 -0.07 -0.03 0.38 0.08
C 3.641 -0.010 -5.350 -0.95 0.82 -1.48 -0.21
O 3.275 0.420 -6.612 1.10 -0.90 1.33 0.08
C 4.903 -0.788 -5.224 0.85 -0.43 -0.13 -0.30
O 5.566 -1.041 -6.224 -0.67 0.31 0.48 0.11
C 5.312 -1.226 -3.880 0.14 0.47 -0.42 0.06
C 4.560 -0.948 -2.814 0.79 -0.66 1.21 -0.20
O 4.940 -1.354 -1.547 -1.10 0.81 -1.21 0.08
H 1.965 0.829 -4.361 0.05 -0.04 0.01 0.14
H 3.981 0.096 -7.213 -0.28 0.13 0.25 0.12
H 6.242 -1.776 -3.801 -0.36 0.63 -0.07 0.10
H 4.231 -1.034 -0.948 0.27 -0.12 -0.23 0.10
O 6.429 -8.470 -1.698 0.27 0.92 -0.14 0.11
C 6.443 -7.321 -2.126 -0.63 -0.95 -0.07 -0.30
C 5.424 -6.818 -3.060 0.16 -0.26 0.21 0.08
C 5.478 -5.567 -3.520 -1.51 0.17 -1.15 -0.20
O 4.522 -5.087 -4.395 1.63 0.09 1.14 0.09
C 6.568 -4.639 -3.110 0.71 0.64 0.28 -0.27
O 6.601 -3.500 -3.564 0.11 -1.85 0.16 0.07
C 7.574 -5.134 -2.158 -0.19 0.36 -0.26 0.09
C 7.518 -6.384 -1.695 1.53 -0.17 1.22 -0.20
O 8.458 -6.856 -0.798 -1.64 -0.05 -1.22 0.08
H 4.639 -7.504 -3.351 0.05 0.04 0.01 0.14
H 4.781 -4.158 -4.582 -0.12 -0.38 0.04 0.11
H 8.350 -4.443 -1.855 -0.05 -0.04 -0.03 0.14
H 8.202 -7.786 -0.616 0.11 0.36 -0.08 0.12
O -10.371 -0.711 1.002 0.24 0.94 -0.16 0.11
C -10.357 0.437 0.574 -0.62 -0.98 -0.08 -0.30
C -11.376 0.941 -0.360 0.15 -0.26 0.20 0.08
C -11.322 2.192 -0.820 -1.50 0.11 -1.11 -0.21
O -12.278 2.672 -1.695 1.61 0.09 1.11 0.08
C -10.232 3.120 -0.410 0.67 0.88 0.13 -0.31
O -10.199 4.259 -0.864 -0.30 -0.82 0.14 0.10
C -9.226 2.625 0.542 -0.19 0.35 -0.31 0.07
C -9.282 1.374 1.005 1.63 -0.27 1.35 -0.21
O -8.342 0.903 1.902 -1.97 0.11 -1.36 0.01
H -12.161 0.255 -0.651 0.05 0.03 0.01 0.14
H -12.019 3.601 -1.882 -0.09 -0.38 0.08 0.12
H -8.450 3.316 0.845 -0.06 -0.04 -0.02 0.13
H -8.598 -0.028 2.084 0.28 0.29 0.04 0.11
```
Forces are in eV/Å.

SMILES string: CC[C@@H](Br)OC(=O)OCCCCS(=O)(=O)Cl.O=C1C=C(O)C(=O)C=C1O.O=C1C=C(O)C(=O)C=C1O.O=C1C=C(O)C(=O)C=C1O
E_LUMO: -1.90 eV
E_HOMO: -9.793 eV
Kohn-Sham gap: 7.89 eV